DFT (wB97M-V/def2-TZVPD) results for a structure of composition C27H29InNO4P2 at a distorted geometry.

Last column: Löwdin charge in e.
Positions of all 64 atoms, in Å:
In: 0.512 0.264 2.533  0.99
P: 1.156 2.283 -0.845  0.91
P: -0.651 0.145 -2.354  0.93
O: -2.028 1.557 0.491  0.10
O: -1.479 -1.470 1.537  -0.03
O: -0.760 -1.252 3.661  -0.20
O: -2.168 0.584 4.743  0.02
N: 2.492 -0.670 -1.978  0.19
C: -5.625 0.035 3.773  -0.07
C: 0.186 -1.086 -3.518  -0.26
C: 1.731 -1.759 -1.684  -0.20
C: 1.046 -3.594 -0.252  -0.02
C: -1.721 -1.328 2.756  -0.59
C: 3.677 1.263 -1.116  -0.23
C: 4.378 -0.186 1.165  -0.03
C: 5.122 0.928 0.791  -0.05
C: 0.737 -2.174 -2.640  -0.23
C: 4.776 1.659 -0.359  -0.03
C: -4.238 -1.639 2.688  -0.02
C: -3.245 0.058 4.121  -0.27
C: 1.747 -2.394 -0.413  -0.13
C: -4.509 0.632 4.341  0.00
C: -1.650 1.064 -3.584  -0.27
C: -3.107 -1.054 3.248  -0.09
C: 0.320 3.644 -1.740  -0.25
C: 2.406 -1.706 0.734  -0.07
C: 1.828 3.241 0.564  -0.25
C: 0.217 -3.458 -2.532  -0.03
C: 3.223 -0.097 -0.977  -0.20
C: 2.753 2.190 -1.862  -0.24
C: 3.406 -0.700 0.297  -0.17
C: -1.988 -0.937 -1.718  -0.24
C: -5.500 -1.111 2.972  -0.08
C: -0.924 1.365 0.792  -0.19
C: 0.358 -4.159 -1.323  -0.03
H: 0.853 4.585 -1.545  0.06
H: 2.797 -2.411 1.473  0.14
H: -0.378 -3.862 -3.354  0.13
H: 0.297 3.434 -2.816  0.04
H: -2.382 1.660 -3.025  0.05
H: 5.938 1.289 1.419  0.12
H: -0.128 -5.130 -1.218  0.12
H: 3.169 3.198 -2.003  0.11
H: -0.521 -1.435 -4.279  0.10
H: -0.995 1.731 -4.159  0.04
H: 2.464 1.740 -2.823  0.09
H: -2.870 -0.318 -1.510  0.05
H: 2.303 4.154 0.178  0.07
H: -2.164 0.362 -4.255  0.06
H: 4.532 -0.671 2.133  0.13
H: 1.013 3.510 1.249  0.05
H: -0.708 3.718 -1.363  0.05
H: 1.051 -4.077 0.730  0.13
H: -1.447 -0.106 4.602  0.06
H: -6.386 -1.581 2.544  0.10
H: -4.098 -2.510 2.051  0.12
H: 1.006 -0.515 -3.974  0.09
H: -2.244 -1.705 -2.461  0.06
H: 1.439 -1.006 1.433  0.00
H: -6.611 0.461 3.969  0.11
H: 5.284 2.591 -0.613  0.12
H: -1.681 -1.414 -0.781  0.02
H: 2.565 2.647 1.116  0.03
H: -4.578 1.520 4.972  0.12

The value obtained for the HOMO energy (spin up / spin down) is -10.142 / -10.432 eV. The total charge is +1. As for the maximum force: 0.094 hartree/bohr. For the energy above the lowest of the compared OMol25 structures with the same formula, charge and spin, the calculation gives 14.1 kcal/mol.